H2N3OP | ωB97M-V with the def2-TZVPD basis set

Element x y z (Å)
N 0.23361 -0.47932 0.05927
H 1.43955 -2.23225 0.22339
O -1.19359 2.56463 0.59610
P 0.70711 0.98963 -0.18935
N -0.54200 -1.48840 0.11259
H -1.40936 2.33086 -0.31762
N 0.76469 -1.68515 -0.48438

## Properties
Energy above the lowest of the compared OMol25 structures with the same formula, charge and spin = 94.5 kcal/mol
HOMO-LUMO gap (spin up / spin down) = 7.20 / 7.05 eV
E_tot = -15830.5780 eV

H2N4 | ωB97M-V with the def2-TZVPD basis set

Element x y z (Å)
N -0.28476 0.33730 0.59675
H -0.39742 1.34821 0.68167
N 0.42659 -0.23585 -0.40895
H 2.11085 0.30333 -0.49654
N -0.54828 -1.20967 -0.62499
N -1.30698 -0.54332 0.25206

## Properties
Energy above the lowest of the compared OMol25 structures with the same formula, charge and spin = 161.9 kcal/mol
HOMO-LUMO gap (spin up / spin down) = 8.95 / 7.40 eV
E_tot = -5984.7695 eV

no.,maximum force (eV/Å)
1,4.3
2,3.6